[1]
ORCA calculation (ωB97M-V/def2-TZVPD) on a cluster of 2 separate species, C9H18OSi in total in a non-equilibrium geometry.

Positions of all 29 atoms, in Å:
C  -1.230  -2.815  -0.138
C  -0.961  -1.799  -0.918
C  -2.870  0.751  -0.264
C  -2.169  1.800  0.526
C  -1.362  0.942  -0.378
C  2.124  1.885  0.676
C  2.337  -1.231  1.073
C  1.773  0.148  -1.741
C  -0.403  -0.082  0.212
O  -0.684  -0.403  1.517
Si  1.501  0.230  0.070
H  -1.865  -3.613  -0.639
H  -1.276  -2.876  1.004
H  -0.804  -1.576  -1.939
H  -3.224  -0.172  0.247
H  -3.593  1.001  -1.030
H  -2.587  2.677  0.040
H  -2.023  1.556  1.598
H  -0.988  1.341  -1.303
H  1.973  2.853  0.103
H  1.701  2.011  1.696
H  3.228  1.799  0.648
H  3.222  -1.667  0.417
H  2.731  -1.023  2.183
H  1.716  -2.091  1.072
H  2.853  0.331  -1.994
H  1.324  -0.752  -2.275
H  1.226  0.991  -2.165
H  -1.668  -0.216  1.704

Properties
ΔE to the lowest compared entry with this formula, charge and spin ... 98.9 kcal per mole
Total energy ... -19545.7139 eV
Net charge ... 0
E_HOMO ... -0.289 Ha
Largest force on an atom ... 5.67 eV/A

---

[2]
ORCA calculation (ωB97M-V/def2-TZVPD) on a structure of composition C9H19AlO11P in a non-equilibrium geometry.

Positions of all 41 atoms, in Å:
Al  1.575  -0.420  0.123
P  3.176  0.632  -2.453
O  1.997  1.580  -1.849
O  2.541  -0.752  -2.709
O  4.061  0.309  -1.155
O  4.058  1.184  -3.577
C  -1.201  -1.598  3.254
O  -0.434  -1.390  2.114
H  -0.632  -2.117  4.025
H  -1.632  -0.700  3.698
H  -2.111  -2.198  3.230
C  0.545  2.926  4.290
C  -0.747  2.705  3.493
O  -0.764  3.545  2.278
C  -0.002  3.252  1.268
O  0.595  2.211  1.143
O  -0.171  4.256  0.386
C  0.497  4.133  -0.828
H  1.355  2.440  3.747
H  0.546  2.518  5.301
H  0.709  4.001  4.365
H  -1.500  3.114  4.167
H  -0.812  1.655  3.206
H  -0.094  3.684  -1.626
H  1.443  3.670  -0.548
H  0.774  5.154  -1.090
C  -0.177  -1.867  -4.429
C  -1.544  -2.072  -3.774
O  -1.410  -3.163  -2.859
C  -0.834  -3.147  -1.632
O  -0.199  -2.249  -1.197
O  -1.269  -4.216  -1.066
C  -1.101  -4.431  0.344
H  0.189  -2.847  -4.735
H  0.380  -1.353  -3.645
H  -0.210  -1.292  -5.354
H  -2.158  -2.544  -4.540
H  -2.096  -1.206  -3.407
H  -1.214  -3.527  0.943
H  -0.134  -4.930  0.408
H  -1.996  -4.950  0.688

Properties
ΔE to the lowest compared entry with this formula, charge and spin ... 127.8 kcal per mole
Total energy ... -48046.2537 eV
Net charge ... -1
E_HOMO ... -0.151 Ha
Largest force on an atom ... 3.13 eV/A

---

Q: Look up the net charge of the second one.
A: -1